C3H4LaO3 as an isolated structure at a distorted geometry. Source: the Open Molecules 2025 dataset; level of theory: ωB97M-V/def2-TZVPD.

XYZ file:
```
11
C3H4LaO3 | the Open Molecules 2025 dataset | ωB97M-V/def2-TZVPD
O 0.434 -0.532 -2.088
C -0.212 0.589 -1.907
O 0.669 1.537 -1.716
O -1.365 0.610 -1.357
C -0.512 0.211 1.189
C -0.417 -1.111 1.333
H -1.015 1.168 1.102
H -0.945 -1.773 0.644
H 0.345 -1.627 1.921
La 2.314 0.086 -0.620
H 0.704 0.842 1.499
```

Values from the calculation:
total charge = +1
frontier orbital gap = 6.27 eV

Results of the Mulliken charge analysis, in e, for atoms 1 through 5: O -0.68; C 0.94; O -0.69; O -0.56; C -0.32

C2H4BrN2 as an isolated structure at a distorted geometry. Source: the Open Molecules 2025 dataset; level of theory: ωB97M-V/def2-TZVPD.

XYZ file:
```
9
C2H4BrN2 | the Open Molecules 2025 dataset | ωB97M-V/def2-TZVPD
C 0.221 -1.563 1.770
C 0.126 1.645 -1.271
N -0.682 0.855 -0.587
N -0.125 -2.639 2.042
Br -0.354 -0.894 -0.550
H 0.351 2.403 -0.462
H 1.024 1.145 -1.627
H -0.389 2.387 -2.069
H -0.171 -3.338 2.756
```

Values from the calculation:
total charge = +1
frontier orbital gap (alpha / beta) = 7.01 / 7.62 eV

Results of the Mulliken charge analysis, in e, for atoms 1 through 5: C 0.04; C -0.47; N -0.06; N -0.17; Br 0.41

An isolated molecule of C3H4NP at a distorted geometry. Source: the Open Molecules 2025 dataset; level of theory: ωB97M-V/def2-TZVPD.

XYZ file:
```
9
C3H4NP | the Open Molecules 2025 dataset | ωB97M-V/def2-TZVPD
C -0.137 1.278 -0.247
N -1.049 0.754 0.521
C -1.080 -0.512 0.718
P 0.190 -1.381 -0.152
C 0.974 0.068 -0.812
H 0.013 2.196 -0.738
H -1.964 -0.798 1.186
H 1.076 -1.756 0.804
H 1.978 0.151 -1.281
```

Values from the calculation:
SMILES = C1=NC=[PH]=C1
frontier orbital gap (alpha / beta) = 7.87 / 7.87 eV

Results of the Mulliken charge analysis, in e, for atoms 1 through 5: C -0.19; N -0.49; C -0.14; P -0.08; C -0.34

C15H15F3IrN6O8S as an isolated structure at a distorted geometry. Source: the Open Molecules 2025 dataset; level of theory: ωB97M-V/def2-TZVPD.

XYZ file:
```
49
C15H15F3IrN6O8S | the Open Molecules 2025 dataset | ωB97M-V/def2-TZVPD
Ir -0.352 0.741 -1.509
N 0.179 -4.295 4.137
C 0.626 -3.731 2.962
C -0.094 -3.903 1.776
C 0.343 -3.324 0.601
C 1.512 -2.573 0.600
C 2.228 -2.372 1.774
C 1.789 -2.953 2.947
S 2.032 -1.803 -0.875
O 1.438 -2.495 -1.973
O 3.444 -1.597 -0.833
N 1.302 -0.302 -0.781
C 1.969 0.811 -0.369
N 3.068 0.912 0.369
C 3.494 2.151 0.566
C 2.847 3.292 0.087
C 1.667 3.101 -0.591
N 1.242 1.859 -0.812
H -0.536 -4.997 4.106
H 0.776 -4.291 4.942
H -0.997 -4.503 1.782
H -0.204 -3.455 -0.324
H 3.130 -1.772 1.750
H 2.349 -2.814 3.865
H 4.399 2.247 1.157
H 3.232 4.283 0.265
H 1.074 3.917 -0.976
N -2.872 0.271 1.887
C -2.233 0.069 0.729
O -1.001 0.008 0.669
C -3.032 -0.152 -0.529
C -2.447 0.669 -1.670
H -2.321 0.472 2.706
H -3.865 0.407 1.922
H -4.082 0.107 -0.379
H -2.971 -1.216 -0.762
H -2.770 1.697 -1.625
H -2.608 0.224 -2.645
O -0.409 -2.048 -4.146
N -0.343 -1.150 -3.369
O -0.952 -1.198 -2.211
O 0.270 -0.068 -3.564
F -2.095 5.643 -0.969
C -1.589 4.817 -1.877
F -2.440 4.748 -2.907
F -0.435 5.351 -2.326
C -1.328 3.412 -1.282
O -1.535 3.208 -0.107
O -0.898 2.594 -2.191
```

Values from the calculation:
multiplicity = 2
frontier orbital gap (alpha / beta) = 7.58 / 7.79 eV

Results of the Mulliken charge analysis, in e, for atoms 1 through 5: Ir 2.34; N -0.50; C 1.09; C -0.87; C -0.30

A 5-piece molecular cluster, C16H28Br2O12 overall at a distorted geometry. Source: the Open Molecules 2025 dataset; level of theory: ωB97M-V/def2-TZVPD.

XYZ file:
```
58
C16H28Br2O12 | the Open Molecules 2025 dataset | ωB97M-V/def2-TZVPD
C 1.950 1.117 4.218
C 2.061 0.918 2.733
C 1.075 -0.108 2.129
O 0.514 0.568 0.994
C 0.833 1.884 1.032
O 0.441 2.718 0.285
O 1.679 2.131 2.057
H 2.644 1.880 4.564
H 2.163 0.175 4.728
H 0.938 1.419 4.493
H 3.082 0.656 2.450
H 0.228 -0.402 2.749
H 1.623 -0.990 1.800
C -1.349 -0.395 -1.358
C -0.298 -1.319 -1.887
C -0.503 -2.806 -1.564
O -0.182 -3.475 -2.776
C -0.131 -2.579 -3.791
O 0.031 -2.862 -4.925
O -0.329 -1.328 -3.327
H -1.029 0.641 -1.266
H -1.604 -0.720 -0.348
H -2.237 -0.408 -1.987
H 0.705 -1.051 -1.547
H -1.532 -3.034 -1.263
H 0.133 -3.163 -0.756
C 6.560 -2.893 -2.134
O 7.022 -1.629 -1.574
C 6.242 -1.085 -0.657
O 5.207 -1.536 -0.238
O 6.797 0.063 -0.266
C 6.061 0.810 0.685
H 6.065 -2.659 -3.071
H 5.948 -3.450 -1.437
H 7.475 -3.442 -2.345
H 5.367 1.497 0.200
H 6.798 1.348 1.275
H 5.479 0.189 1.365
C -3.882 -0.309 2.587
O -4.212 0.142 1.313
C -5.091 -0.591 0.628
O -5.611 -1.600 1.014
O -5.266 -0.007 -0.551
C -6.225 -0.626 -1.404
H -3.489 -1.335 2.560
H -4.694 -0.275 3.312
H -3.058 0.277 2.997
H -6.208 -0.041 -2.318
H -7.235 -0.688 -1.004
H -5.911 -1.648 -1.630
Br -2.010 3.588 -2.856
C -2.566 4.175 -1.067
C -3.742 3.359 -0.589
Br -4.021 3.639 1.310
H -2.828 5.214 -1.232
H -1.683 4.109 -0.441
H -3.571 2.294 -0.716
H -4.625 3.644 -1.152
```

Values from the calculation:
SMILES = C[C@H]1COC(=O)O1.C[C@H]1COC(=O)O1.COC(=O)OC.COC(=O)OC.BrCCBr
frontier orbital gap = 10.21 eV

Results of the Mulliken charge analysis, in e, for atoms 1 through 5: C -1.53; C 0.89; C -0.50; O -0.16; C 0.56

An isolated molecule of C2H2INOS at a distorted geometry. Source: the Open Molecules 2025 dataset; level of theory: ωB97M-V/def2-TZVPD.

XYZ file:
```
8
C2H2INOS | the Open Molecules 2025 dataset | ωB97M-V/def2-TZVPD
C -1.961 -0.324 -0.104
C -0.849 0.373 -0.064
N 0.076 0.916 0.485
O 1.284 1.280 0.558
S 2.779 0.767 -0.505
I 3.185 -1.492 0.019
H -1.678 -1.335 0.344
H -2.834 -0.185 -0.732
```

Values from the calculation:
SMILES = C=C=NOSI
frontier orbital gap = 7.38 eV

Results of the Mulliken charge analysis, in e, for atoms 1 through 5: C -0.73; C 0.43; N 0.14; O -0.40; S -0.04

Please write out number 2 again, unchanged.
C2H4BrN2 as an isolated structure at a distorted geometry. Source: the Open Molecules 2025 dataset; level of theory: ωB97M-V/def2-TZVPD.

XYZ file:
```
9
C2H4BrN2 | the Open Molecules 2025 dataset | ωB97M-V/def2-TZVPD
C 0.221 -1.563 1.770
C 0.126 1.645 -1.271
N -0.682 0.855 -0.587
N -0.125 -2.639 2.042
Br -0.354 -0.894 -0.550
H 0.351 2.403 -0.462
H 1.024 1.145 -1.627
H -0.389 2.387 -2.069
H -0.171 -3.338 2.756
```

Values from the calculation:
total charge = +1
frontier orbital gap (alpha / beta) = 7.01 / 7.62 eV

Results of the Mulliken charge analysis, in e, for atoms 1 through 5: C 0.04; C -0.47; N -0.06; N -0.17; Br 0.41

Please write out number 5 again, unchanged.
A 5-piece molecular cluster, C16H28Br2O12 overall at a distorted geometry. Source: the Open Molecules 2025 dataset; level of theory: ωB97M-V/def2-TZVPD.

XYZ file:
```
58
C16H28Br2O12 | the Open Molecules 2025 dataset | ωB97M-V/def2-TZVPD
C 1.950 1.117 4.218
C 2.061 0.918 2.733
C 1.075 -0.108 2.129
O 0.514 0.568 0.994
C 0.833 1.884 1.032
O 0.441 2.718 0.285
O 1.679 2.131 2.057
H 2.644 1.880 4.564
H 2.163 0.175 4.728
H 0.938 1.419 4.493
H 3.082 0.656 2.450
H 0.228 -0.402 2.749
H 1.623 -0.990 1.800
C -1.349 -0.395 -1.358
C -0.298 -1.319 -1.887
C -0.503 -2.806 -1.564
O -0.182 -3.475 -2.776
C -0.131 -2.579 -3.791
O 0.031 -2.862 -4.925
O -0.329 -1.328 -3.327
H -1.029 0.641 -1.266
H -1.604 -0.720 -0.348
H -2.237 -0.408 -1.987
H 0.705 -1.051 -1.547
H -1.532 -3.034 -1.263
H 0.133 -3.163 -0.756
C 6.560 -2.893 -2.134
O 7.022 -1.629 -1.574
C 6.242 -1.085 -0.657
O 5.207 -1.536 -0.238
O 6.797 0.063 -0.266
C 6.061 0.810 0.685
H 6.065 -2.659 -3.071
H 5.948 -3.450 -1.437
H 7.475 -3.442 -2.345
H 5.367 1.497 0.200
H 6.798 1.348 1.275
H 5.479 0.189 1.365
C -3.882 -0.309 2.587
O -4.212 0.142 1.313
C -5.091 -0.591 0.628
O -5.611 -1.600 1.014
O -5.266 -0.007 -0.551
C -6.225 -0.626 -1.404
H -3.489 -1.335 2.560
H -4.694 -0.275 3.312
H -3.058 0.277 2.997
H -6.208 -0.041 -2.318
H -7.235 -0.688 -1.004
H -5.911 -1.648 -1.630
Br -2.010 3.588 -2.856
C -2.566 4.175 -1.067
C -3.742 3.359 -0.589
Br -4.021 3.639 1.310
H -2.828 5.214 -1.232
H -1.683 4.109 -0.441
H -3.571 2.294 -0.716
H -4.625 3.644 -1.152
```

Values from the calculation:
SMILES = C[C@H]1COC(=O)O1.C[C@H]1COC(=O)O1.COC(=O)OC.COC(=O)OC.BrCCBr
frontier orbital gap = 10.21 eV

Results of the Mulliken charge analysis, in e, for atoms 1 through 5: C -1.53; C 0.89; C -0.50; O -0.16; C 0.56

> What is the formula in the sixth record?

C2H2INOS